C3H8N4O | wB97M-V/def2-TZVPD

Last column: Mulliken charge in e.
Atoms and positions in Å:
C (0.52, 2.12, -0.08)  -1.10
N (-0.43, -0.04, 0.45)  0.24
C (0.72, 0.63, 0.00)  0.75
N (-1.45, 0.70, 1.07)  -0.76
N (0.72, -2.22, -1.38)  -0.40
C (-0.57, -1.44, 0.41)  0.00
N (0.16, -2.29, -0.16)  -0.34
O (1.70, 0.12, -0.51)  -0.69
H (-2.32, 0.67, 0.55)  0.24
H (-1.71, 0.43, 2.02)  0.25
H (1.37, -2.98, -1.52)  0.26
H (1.16, -1.33, -1.62)  0.24
H (-1.29, -1.82, 1.12)  0.36
H (1.36, 2.56, -0.61)  0.34
H (0.41, 2.54, 0.91)  0.33
H (-0.37, 2.35, -0.65)  0.30

ΔE to the lowest compared entry with this formula, charge and spin	312.1	kJ/mol
maximum force	2.3	eV/Å
multiplicity	1
total charge	0
highest occupied orbital energy	-0.300	Ha